Entry 1:
# H13O6

A 6-piece molecular cluster, H13O6 overall (ωB97M-V/def2-TZVPD, the OMol25 dataset).

```
19
Properties=species:S:1:pos:R:3:forces:R:3
O 1.52434 -1.23923 -1.95755 0.414 0.313 -1.015
H 0.80452 -1.77979 -2.34723 -0.304 0.136 0.780
H 1.73081 -0.62189 -2.67959 0.256 -0.238 0.182
O -2.56725 2.04815 1.03701 0.059 0.056 0.055
H -3.40706 1.61733 0.83977 0.161 -0.019 -0.126
H -2.77336 2.67614 1.73179 -0.194 0.131 0.218
O 0.15727 2.38296 0.59635 0.063 0.561 0.171
H -0.80222 2.43818 0.75017 -0.205 -0.400 -0.208
H 0.51022 3.28056 0.68492 0.079 -0.361 -0.145
O 1.32242 -1.39533 2.35061 -0.087 0.481 0.296
H 1.30586 -0.67155 2.99656 0.036 -0.405 0.006
H 0.98833 -2.16335 2.83851 0.113 0.206 -0.279
O -1.04008 -2.31337 -2.16352 0.384 0.029 0.055
H -1.82576 -2.08291 -2.66587 -0.067 -0.096 -0.087
H -1.05828 -3.26694 -2.03614 -0.203 -0.054 -0.045
O 1.32827 0.31478 -0.07188 0.629 0.042 1.459
H 1.45691 -0.00703 0.83782 0.108 -0.711 -0.219
H 1.54019 -0.41389 -0.80697 -1.135 0.261 -0.349
H 0.80486 1.19718 0.06522 -0.107 0.069 -0.749
```
Positions in Å, forces in eV/Å.

total charge	+1
HOMO	-15.269	eV
E	-12490.1081	eV
2S+1	1
gap between HOMO and LUMO	12.55	eV


Entry 2:
# C9H32BF4O7Ti2

C9H32BF4O7Ti2 as an isolated structure (ωB97M-V/def2-TZVPD, the OMol25 dataset).

```
55
Properties=species:S:1:pos:R:3:forces:R:3
Ti 0.87239 -2.05081 -3.30311 -1.008 -0.163 0.102
Ti 1.90311 1.67205 -2.53208 0.080 0.332 0.902
B 0.47215 -0.18693 -0.89878 -1.416 -0.799 2.382
F 0.42428 -0.26961 0.49336 -0.095 0.279 -0.896
F 1.76830 -0.49532 -1.30279 0.671 0.157 -1.234
F -0.46717 -1.03248 -1.50920 0.691 -0.670 -0.568
F 0.09461 1.10740 -1.27987 1.121 1.009 -0.959
C 2.67061 2.81658 0.68386 1.324 0.593 2.088
O 3.13929 2.73476 -0.65015 -0.872 -0.630 -1.461
H 3.52482 2.59862 1.32488 0.016 -0.519 0.150
H 2.47870 3.84040 1.00490 -0.774 0.116 -0.554
H 1.88389 2.12655 0.98889 -0.116 0.066 -0.826
H 3.95971 3.22991 -0.70797 0.074 0.026 -0.051
C -0.10128 -3.07259 2.29336 0.032 0.413 -0.649
O 1.07018 -2.31484 2.14241 1.505 -0.060 0.691
H 0.04219 -3.87291 3.01931 0.195 0.240 0.062
H -0.89600 -2.40023 2.61654 -0.460 -0.381 -0.066
H -0.28559 -3.53291 1.32267 -0.743 -0.230 0.017
H 0.98263 -1.61204 1.49433 -0.463 -0.235 0.188
C 4.34497 -0.24071 1.12291 -0.037 -0.751 -1.081
O 5.69568 -0.30287 1.55148 -0.317 0.359 0.361
H 3.64754 0.26641 1.78964 0.483 0.056 0.345
H 4.26091 0.20132 0.13012 0.044 0.511 -0.070
H 3.96684 -1.24744 0.94507 -0.106 -0.246 0.409
H 6.27631 -0.05068 0.82977 -0.077 -0.032 0.049
C -2.07808 2.50591 0.96579 0.574 -0.328 -0.064
O -2.22650 1.30974 0.20046 -0.852 -0.056 0.191
H -1.39498 2.34670 1.80014 0.290 0.098 -0.058
H -1.73693 3.30119 0.30303 0.087 0.304 0.165
H -2.99928 2.81789 1.45787 -0.269 -0.378 -0.478
H -1.37352 0.98361 -0.09564 -0.353 0.483 0.487
C -2.09801 1.46068 -4.05493 -0.334 -0.455 0.527
O -1.28591 1.80101 -5.11802 1.457 0.546 -1.399
H -2.47877 0.45369 -4.22547 -0.556 -0.068 0.275
H -1.47601 1.43347 -3.16024 -0.616 0.229 0.578
H -2.88961 2.20979 -4.03733 -0.047 -0.307 0.485
H -0.47011 1.30830 -5.00268 0.059 -0.008 -0.487
C -3.27943 -2.97006 -3.18788 0.496 -0.521 0.163
C -1.91904 -3.71315 -3.20506 -0.887 1.337 0.655
O -1.00589 -3.19867 -4.23660 0.259 -0.132 0.867
H -3.89467 -3.33795 -2.36676 0.113 -0.410 0.037
H -3.85554 -3.14473 -4.09655 0.101 0.292 -0.086
H -3.16361 -1.91738 -2.92990 0.166 0.095 -0.542
H -2.05694 -4.79437 -3.21177 0.323 0.048 -0.508
H -1.43161 -3.43967 -2.26926 0.187 -0.249 0.047
H -1.32017 -3.45243 -5.10748 0.021 0.013 -0.187
C -0.88868 0.13406 4.28822 0.612 -0.257 -0.229
C -0.55224 1.57657 4.62082 -0.117 -0.578 -0.311
O -1.73245 2.36872 4.36612 1.014 -0.278 0.430
H -1.86494 -0.12163 4.70011 0.009 -0.022 -0.219
H -0.15008 -0.56360 4.68299 0.065 0.147 0.510
H -0.80004 -0.08955 3.22509 -0.654 0.330 -0.214
H 0.29351 1.94147 4.03802 0.013 0.028 -0.492
H -0.15284 1.59779 5.63479 -0.659 0.416 0.468
H -1.44672 3.28111 4.45270 -0.256 0.236 0.061
```
Positions in Å, forces in eV/Å.

total charge	+1
HOMO (spin up / spin down)	-9.982 / -11.951	eV
E	-81953.0832	eV
2S+1	7
gap between HOMO and LUMO (spin up / spin down)	6.06 / 7.56	eV


Entry 3:
# CH4O2

One molecule with the formula CH4O2 (ωB97M-V/def2-TZVPD, the OMol25 dataset).

```
7
Properties=species:S:1:pos:R:3:forces:R:3
C -0.70357 0.24564 -0.26061 1.523 0.368 1.618
O 0.50773 -0.32154 -0.60132 2.155 -1.878 0.842
O 1.08151 -0.84965 0.68206 0.966 1.083 -0.566
H -1.02992 0.64564 -1.13660 -1.164 1.081 -2.740
H -0.39540 1.06652 0.34624 -0.830 0.779 1.132
H -1.43974 -0.40640 0.13526 -0.490 -0.744 0.688
H 1.97939 -0.38020 0.83496 -2.160 -0.689 -0.975
```
Positions in Å, forces in eV/Å.

HOMO	-10.235	eV
E	-5193.2128	eV
2S+1	1
SMILES	COO
gap between HOMO and LUMO	11.16	eV


Entry 4:
# C4H7FIP

C4H7FIP as an isolated structure (ωB97M-V/def2-TZVPD, the OMol25 dataset).

```
14
Properties=species:S:1:pos:R:3:forces:R:3
C 0.34307 -0.59210 -0.25585 0.362 1.663 0.405
C -0.14211 0.52357 0.44834 -1.131 0.628 1.785
C 1.73308 -0.97621 -0.38909 3.223 -1.933 -1.603
C -1.68444 0.77177 0.37277 0.662 -3.283 -2.338
F -0.55412 2.36510 2.22371 0.879 -0.671 -0.226
P 0.67532 1.39650 1.73848 -1.088 -0.270 -1.346
I -0.38479 -1.04318 -2.96328 0.034 0.475 0.298
H -0.37701 -1.32683 -0.42651 -1.013 -1.243 0.029
H 1.73631 -1.86386 -1.14084 0.305 1.448 1.371
H 2.22234 -1.38978 0.55341 -0.781 0.665 -0.798
H 2.48335 -0.22038 -0.84773 -1.551 -0.919 0.896
H -2.33224 0.29826 1.17296 0.999 0.932 -0.794
H -1.79065 1.79015 0.17577 -0.834 1.684 0.299
H -1.92809 0.26699 -0.66215 -0.065 0.824 2.022
```
Positions in Å, forces in eV/Å.

HOMO (spin up / spin down)	-8.394 / -9.194	eV
E	-24366.4374	eV
2S+1	1
gap between HOMO and LUMO (spin up / spin down)	5.93 / 7.34	eV


Entry 5:
# C16H39BN3O4PS

A 3-piece molecular cluster, C16H39BN3O4PS overall (ωB97M-V/def2-TZVPD, the OMol25 dataset).

```
65
Properties=species:S:1:pos:R:3:forces:R:3
C 6.36655 0.06674 -4.19583 0.068 0.324 -0.837
C 5.24330 -0.03384 -4.65677 -0.405 0.380 -0.205
B 3.87508 0.10361 -5.42178 1.674 -0.933 -0.003
C 3.83548 -0.32782 -6.96575 -1.058 0.238 -0.088
N 4.64050 0.60017 -7.80088 0.643 -0.857 -0.100
C 5.96136 0.03292 -8.15480 0.571 0.703 -0.377
P 2.39275 0.82191 -4.43108 0.049 1.588 0.971
S 3.10054 2.35515 -3.40377 0.152 -0.001 -0.380
H 7.43342 0.26349 -4.03378 -1.128 -0.419 0.225
H 2.77897 -0.30974 -7.34845 0.841 -0.054 0.329
H 4.17681 -1.39394 -7.03321 -0.133 0.631 -0.075
H 4.16759 0.81062 -8.67588 -0.122 -0.191 0.413
H 6.31383 0.55918 -9.08042 -0.257 -0.519 0.737
H 5.93617 -1.06623 -8.36173 -0.018 0.679 0.186
H 6.73642 0.25271 -7.37927 -0.771 -0.338 -0.418
H 1.38653 1.33055 -5.31566 0.171 -0.932 0.229
H 1.81221 -0.09267 -3.50609 -0.194 -0.196 -0.753
C 2.36420 3.50643 2.34636 0.045 -0.199 -0.051
O 1.70320 2.27781 2.59588 -0.046 0.348 0.070
C 0.44170 2.43075 3.24295 -0.115 -0.504 -0.036
C -0.69067 2.03625 2.30611 0.237 0.306 -0.123
N -0.85084 3.00803 1.22865 -0.058 -0.198 0.071
C -1.75782 2.56974 0.16838 0.204 0.159 -0.080
C -1.34771 1.34478 -0.65457 -0.254 0.095 -0.190
O -0.20039 1.55226 -1.46552 -0.054 -0.242 0.247
C 1.04111 1.32626 -0.81482 -0.045 0.017 -0.240
H 3.36467 3.27893 1.97853 -0.064 -0.065 0.004
H 1.84029 4.09167 1.58433 0.018 0.138 0.069
H 2.45782 4.09546 3.26357 -0.032 0.061 -0.034
H 0.30291 3.44365 3.63216 0.034 0.045 -0.153
H 0.43987 1.74440 4.09568 -0.020 0.032 0.014
H -1.62390 1.97764 2.87524 -0.012 -0.014 -0.033
H -0.46360 1.03759 1.91327 -0.025 -0.148 0.184
H 0.05587 3.19226 0.81607 -0.049 0.010 0.039
H -1.86572 3.41227 -0.52068 -0.037 -0.078 -0.036
H -2.74726 2.39018 0.60204 0.042 -0.069 0.039
H -2.16634 1.13568 -1.34972 0.017 0.019 0.001
H -1.23489 0.44225 -0.04212 0.107 0.059 0.073
H 0.97350 0.54765 -0.04927 -0.109 0.079 0.090
H 1.42052 2.25337 -0.38101 0.134 -0.101 0.137
H 1.76055 1.00866 -1.57025 -0.048 0.076 0.106
C -1.12812 -2.45289 1.49821 -0.110 0.188 -0.004
O -2.46013 -1.98541 1.37247 0.192 -0.293 -0.003
C -3.42142 -3.03176 1.23240 -0.409 0.317 0.022
C -4.31558 -3.10530 2.46221 0.426 -0.055 0.071
N -3.58086 -3.60391 3.62278 -0.195 0.078 -0.079
C -4.30734 -3.47330 4.88587 0.266 0.036 -0.012
C -4.61897 -2.05546 5.37273 -0.117 -0.214 0.326
O -3.46757 -1.30604 5.73074 -0.237 0.061 -0.279
C -2.84030 -0.64157 4.64750 0.251 0.020 0.301
H -0.46490 -1.58759 1.46300 -0.075 0.015 0.010
H -0.97576 -2.96666 2.45251 0.093 -0.116 -0.056
H -0.86716 -3.12268 0.67354 0.031 -0.051 0.050
H -2.94702 -3.99548 1.02572 0.090 0.037 0.136
H -4.04234 -2.77538 0.36872 0.010 -0.035 0.002
H -5.15505 -3.77627 2.25644 0.002 0.012 0.027
H -4.71410 -2.09962 2.64055 -0.139 0.034 -0.172
H -2.71048 -3.09245 3.70371 -0.041 -0.068 -0.031
H -3.69857 -3.96234 5.65154 -0.074 0.047 0.038
H -5.24144 -4.04066 4.81844 -0.014 0.059 -0.061
H -5.20871 -2.14854 6.28932 0.045 0.000 0.001
H -5.24412 -1.49547 4.66748 0.131 0.014 -0.103
H -3.55284 -0.33748 3.87665 0.007 -0.091 -0.036
H -2.06127 -1.27365 4.21444 -0.017 0.100 -0.234
H -2.35051 0.25312 5.03687 -0.070 -0.023 0.060
```
Positions in Å, forces in eV/Å.

HOMO	-8.165	eV
E	-50679.2152	eV
2S+1	1
SMILES	C#CB(CNC)[PH2]=S.COCCNCCOC.COCCNCCOC
gap between HOMO and LUMO	7.19	eV


Entry 6:
# C29H35F3N2O4

One molecule with the formula C29H35F3N2O4 (ωB97M-V/def2-TZVPD, the OMol25 dataset).

```
73
Properties=species:S:1:pos:R:3:forces:R:3
C -2.05056 -1.43936 -4.16254 0.231 0.163 0.361
C -1.05965 -0.64286 -3.32048 -0.049 -0.012 -0.231
O -1.10037 -1.01237 -1.94939 0.063 -0.207 0.139
C -0.30588 -2.10363 -1.58700 -0.582 -0.381 -0.203
O 1.04335 -1.71255 -1.43213 0.392 0.037 0.152
C 1.38226 -1.16229 -0.22076 -0.363 -0.161 0.369
C 2.78569 -0.64268 -0.09840 0.010 -0.149 0.117
O 3.44537 -0.93344 0.88683 -0.030 -0.116 0.076
N 3.27154 0.14015 -1.08100 0.192 0.151 -0.161
C 2.53936 0.70290 -2.18591 -0.286 0.324 -0.105
C 2.35707 2.21691 -1.98081 -0.011 0.052 -0.339
N 3.54310 2.86167 -1.43971 -0.020 -0.027 0.149
C 3.35879 3.60691 -0.20489 -0.028 0.044 -0.107
C 2.94376 2.81602 1.01512 0.045 0.097 -0.038
C 3.89770 2.25268 1.85402 -0.054 0.080 0.038
C 3.52123 1.50351 2.95320 0.062 -0.001 0.053
C 2.17997 1.31904 3.23928 -0.031 -0.006 0.088
C 1.21915 1.89843 2.42918 -0.087 0.003 0.069
C 1.60054 2.64204 1.32593 -0.011 0.021 0.008
C 4.73122 2.05510 -1.56526 0.009 -0.158 -0.145
C 4.62556 0.64835 -0.94628 0.297 0.014 0.211
C 0.59090 -1.15335 0.84901 -0.002 -0.112 -0.202
C -0.79350 -1.72058 0.83256 -0.013 -0.096 -0.272
C -1.86187 -0.65632 0.71512 -0.152 0.172 0.254
C -3.18898 -0.99625 0.95357 0.110 0.072 -0.014
C -4.19512 -0.05732 0.83556 -0.030 0.191 -0.052
C -3.87369 1.24668 0.48409 -0.078 0.045 0.022
C -4.95911 2.26712 0.31453 -0.218 0.185 -0.125
F -5.39796 2.33462 -0.96135 0.065 -0.105 -0.149
F -4.56280 3.51104 0.63139 0.242 0.071 0.070
F -6.04406 2.01307 1.06323 -0.038 -0.216 0.157
C -2.55244 1.60312 0.25001 -0.182 -0.030 0.045
C -1.55645 0.65364 0.36979 -0.106 0.009 0.107
C -0.89525 -2.73888 -0.32054 0.319 0.063 -0.152
C -0.16752 -4.05020 -0.00965 -0.222 0.148 0.112
C -0.86424 -4.89353 1.05652 0.456 -0.206 -0.239
C -0.17658 -6.25124 1.22501 -0.606 0.036 0.112
O 1.18406 -6.14713 1.55718 0.474 0.146 0.160
H -1.80126 -2.49805 -4.15902 0.004 -0.115 -0.048
H -2.03002 -1.08021 -5.18745 -0.020 0.001 -0.152
H -3.05348 -1.31697 -3.76246 -0.114 0.006 0.003
H -1.32547 0.41740 -3.33442 0.114 -0.063 -0.075
H -0.04226 -0.75989 -3.71366 -0.041 0.088 0.042
H -0.27186 -2.84664 -2.39952 0.007 0.156 0.136
H 3.10325 0.51039 -3.10550 -0.108 -0.024 0.012
H 1.56602 0.23037 -2.27734 0.103 0.028 -0.082
H 1.51323 2.38226 -1.30875 -0.009 -0.040 -0.039
H 2.11308 2.67508 -2.95047 -0.164 -0.104 0.050
H 2.60306 4.37199 -0.41364 0.083 0.026 0.118
H 4.30437 4.11797 -0.00352 -0.081 0.062 0.030
H 4.94753 2.41540 1.65178 0.111 0.006 -0.040
H 4.27502 1.06432 3.58851 0.070 -0.057 0.052
H 1.88505 0.73529 4.09885 -0.023 -0.050 0.076
H 0.16914 1.77870 2.65783 -0.078 -0.022 0.018
H 0.84132 3.11622 0.71775 -0.055 0.060 -0.072
H 5.56798 2.58845 -1.11155 0.046 -0.037 -0.069
H 4.94164 1.96385 -2.63747 0.145 -0.016 0.082
H 5.32578 -0.03167 -1.44755 0.039 0.037 0.063
H 4.85989 0.65182 0.11974 0.037 -0.014 -0.228
H 0.96067 -0.71195 1.75899 0.187 0.040 0.032
H -0.96867 -2.24848 1.77606 0.022 0.022 -0.062
H -3.44067 -2.00833 1.23569 -0.014 -0.150 0.038
H -5.22352 -0.32805 1.02051 -0.076 -0.019 0.031
H -2.31214 2.62033 -0.02050 0.037 0.094 -0.014
H -0.52935 0.92653 0.18683 0.111 0.032 -0.042
H -1.94752 -2.94600 -0.53677 0.044 0.015 -0.023
H 0.85517 -3.83740 0.30617 0.031 -0.036 -0.081
H -0.10849 -4.64092 -0.92713 0.068 -0.038 -0.058
H -0.85342 -4.37486 2.01847 -0.094 -0.001 0.072
H -1.90546 -5.06560 0.77666 -0.109 0.009 0.055
H -0.71452 -6.83908 1.98490 0.033 0.014 -0.165
H -0.20110 -6.80465 0.28316 -0.082 0.013 0.046
H 1.27455 -5.60146 2.34676 0.012 -0.063 -0.040
```
Positions in Å, forces in eV/Å.

HOMO	-8.236	eV
E	-49964.0111	eV
2S+1	1
SMILES	CCO[C@H]1OC(C(=O)N2CCN(Cc3ccccc3)CC2)=C[C@@H](c2ccc(C(F)(F)F)cc2)[C@@H]1CCCO
gap between HOMO and LUMO	8.82	eV


For each record above, in turn, the calculated largest force on an atom values are 1.59 2.88 3.17 4.09 1.92 0.72 eV/Å.